(1)
This record from the OMol25 dataset describes a structure of composition B3F12K. The level of theory is the ωB97M-V functional and the def2-TZVPD basis.

Geometry as XYZ:
```
16
Properties=species:S:1:pos:R:3:forces:R:3
K -20.009648 3.759615 -3.583241 0.388 -0.089 0.381
F -20.660353 1.450157 -2.107313 -0.063 -0.049 0.079
F -17.612944 4.980406 -2.565555 0.069 0.036 -0.067
F -23.264364 4.128389 -5.884509 0.161 0.033 0.014
F -16.761361 6.896147 -3.542399 -0.075 0.015 0.005
F -22.638071 3.227423 -3.854014 -0.111 -0.018 -0.084
F -19.304455 2.602741 -0.661038 -0.030 -0.053 0.018
F -19.161465 0.299093 -0.765315 -0.004 0.043 -0.045
F -17.993026 5.379404 -4.799623 0.153 0.003 0.178
F -21.831410 5.253312 -4.451180 -0.040 0.389 -0.268
F -24.074477 5.046771 -3.948585 0.158 -0.064 0.002
F -19.051649 6.629521 -3.215326 0.130 0.148 0.096
F -18.435836 1.604406 -2.543027 0.007 -0.057 0.080
B -17.831328 5.994589 -3.512879 -0.210 -0.163 -0.291
B -19.387877 1.477768 -1.493883 0.096 -0.022 -0.140
B -22.959247 4.422475 -4.541424 -0.628 -0.151 0.042
```
Forces are in eV/Å.

For the total energy, the calculation gives -50988.967 eV. The frontier orbital gap is 11.21 eV. The HOMO energy comes out at -6.11 eV. The net charge is -2. The energy above the lowest of the compared OMol25 structures with the same formula, charge and spin comes out at 0.0 kJ/mol.

(2)
This record from the OMol25 dataset describes a structure of composition B4CaF4H12NO3 in a non-equilibrium geometry. The level of theory is the ωB97M-V functional and the def2-TZVPD basis.

Geometry as XYZ:
```
25
Properties=species:S:1:pos:R:3:forces:R:3
Ca -0.263178 -0.049282 -0.296109 -0.298 0.481 0.494
F 3.674279 3.283803 -2.363245 0.865 -0.522 -0.271
F 1.645971 2.383464 -2.936324 -1.130 -2.315 -1.934
F 1.978046 3.050787 -0.869486 -0.260 -0.812 1.854
F 1.862399 4.535717 -2.479458 -0.961 2.540 -0.935
O -1.195022 -3.447067 1.963614 -1.916 5.249 -1.661
O -0.371410 -5.286314 1.563534 1.179 -2.393 -0.821
O -0.780997 -4.677502 3.553058 0.396 -1.554 5.429
N -0.761244 -4.468051 2.392883 0.226 -1.268 -3.036
B 2.754839 -2.531434 -0.714400 -0.284 0.217 0.371
B -3.300090 1.047374 -1.876455 0.558 0.010 0.301
B 2.284612 3.286377 -2.195081 1.341 0.874 1.302
B -1.086079 1.800171 2.899143 -0.240 -0.324 -0.540
H 3.513021 -3.130783 -1.194167 3.153 -2.078 -2.024
H -1.061070 2.394815 3.799153 -0.025 2.445 3.478
H -3.404268 0.498438 -0.953377 -0.649 -2.619 3.908
H 1.807354 -2.914224 -1.060777 -4.233 -1.459 -1.741
H 2.844434 -1.475660 -0.918275 0.506 4.605 -0.865
H -2.758959 1.931039 -1.575528 1.961 3.894 0.993
H -1.164771 2.408657 2.011568 -0.330 2.706 -3.664
H -1.892893 1.083773 2.891432 -3.331 -2.830 0.151
H -0.153616 1.257835 2.874390 4.134 -2.480 -0.247
H 2.715429 -2.739353 0.343646 0.156 -0.585 4.257
H -4.257745 1.247660 -2.331443 -3.609 0.729 -1.778
H -2.629042 0.509761 -2.528296 2.790 -2.510 -3.022
```
Forces are in eV/Å.

For the total energy, the calculation gives -39835.379 eV. The frontier orbital gap is 6.15 eV. The HOMO energy comes out at -0.42 eV. The net charge is -3. The energy above the lowest of the compared OMol25 structures with the same formula, charge and spin comes out at 632.8 kJ/mol.

(3)
This record from the OMol25 dataset describes a structure of composition B4CsF12H4 in a non-equilibrium geometry. The level of theory is the ωB97M-V functional and the def2-TZVPD basis.

Geometry as XYZ:
```
21
Properties=species:S:1:pos:R:3:forces:R:3
Cs -0.041020 -0.526364 -0.236981 -0.276 0.267 0.056
F -2.333910 0.125206 -3.388971 0.969 0.352 -0.974
F -4.150420 1.014756 -2.455261 -3.729 2.259 -1.175
F 1.497830 1.424996 -1.903631 0.487 0.020 -0.848
F -3.513040 -1.093534 -2.001071 -0.744 -1.357 0.564
F 4.133370 -1.452134 -0.171471 0.438 -0.424 -0.692
F 2.373070 3.068166 -0.584061 -0.084 0.426 0.132
F -2.466470 0.744526 -1.141391 0.627 -0.185 0.166
F 3.455700 -2.683204 1.612139 1.353 -1.988 1.686
F 1.011490 3.634596 -2.295741 -0.606 1.352 -1.178
F 2.089380 -2.448374 -0.044431 -3.528 -2.874 -3.612
F 0.144860 2.414556 -0.506361 -0.407 1.164 0.366
F 2.540760 -0.754294 1.205939 -0.942 2.487 1.058
B 3.024730 -1.868444 0.614829 3.396 2.283 1.588
B 1.231920 2.712136 -1.342191 0.848 -2.506 1.357
B -1.184940 -0.922504 2.948199 -0.019 -0.048 -0.010
B -3.137270 0.212886 -2.262821 2.402 -1.126 1.093
H -0.891920 -0.324284 3.797029 1.021 2.410 3.858
H -1.852330 -0.296244 2.376679 -2.500 2.331 -2.701
H -0.232680 -1.169284 2.504869 3.441 -1.078 -2.111
H -1.699110 -1.813154 3.274709 -2.148 -3.764 1.375
```
Forces are in eV/Å.

For the total energy, the calculation gives -35945.935 eV. The frontier orbital gap is 6.50 eV. The HOMO energy comes out at -0.05 eV. The net charge is -3. The energy above the lowest of the compared OMol25 structures with the same formula, charge and spin comes out at 178.3 kJ/mol.

(4)
This record from the OMol25 dataset describes a structure of composition B6F24Sn. The level of theory is the ωB97M-V functional and the def2-TZVPD basis.

Geometry as XYZ:
```
31
Properties=species:S:1:pos:R:3:forces:R:3
Sn -0.008564 0.193157 -0.101994 0.279 -0.748 0.265
F -0.855983 -1.287531 4.664186 0.012 0.065 -0.035
F -1.905276 -3.238275 -1.985569 -0.181 -0.085 0.100
F 0.122615 -3.056979 -0.926077 -0.263 0.067 0.101
F 0.446874 0.302621 3.596332 -0.158 -0.126 0.095
F 1.959497 4.063662 1.455185 -0.068 -0.068 0.064
F 0.762225 3.279386 -0.359190 0.096 0.022 0.152
F 0.699383 -0.536440 -2.752089 -0.270 0.093 0.310
F -2.477333 0.258558 -1.252331 0.126 0.346 0.065
F 1.976700 -1.196963 1.119815 -0.170 0.106 -0.347
F -1.730243 -2.145642 0.056588 0.095 0.263 -0.185
F 3.171034 -1.172320 -0.840528 0.134 0.088 0.225
F -4.683855 0.907199 -0.913291 -0.158 -0.084 -0.042
F 1.812654 0.644095 -4.413750 -0.221 0.052 0.141
F -0.973377 -1.035798 2.369355 0.119 0.579 -0.037
F 3.495409 -2.911715 0.630826 -0.097 0.142 0.088
F 1.611488 1.481661 -2.265544 -0.223 -0.019 0.044
F -2.953524 2.005656 0.147944 -0.076 -0.050 -0.170
F 2.038487 1.811514 0.878705 -0.215 0.008 -0.246
F 4.262741 -0.835470 1.188397 0.030 0.060 -0.088
F -1.826943 0.602786 3.789759 -0.023 -0.117 -0.025
F -3.282300 2.262089 -2.116155 -0.103 -0.001 -0.090
F -1.519622 -4.442561 -0.054962 -0.076 0.073 -0.118
F 0.110331 2.654753 1.724267 0.019 0.096 0.009
F -0.244708 1.363626 -3.638560 0.129 0.056 -0.064
B -0.796802 -0.337637 3.596422 0.126 -0.106 0.192
B 3.235966 -1.522154 0.512819 -0.026 -0.244 -0.110
B -3.364330 1.370214 -1.040355 0.388 0.028 0.288
B 0.957474 0.755269 -3.275840 0.407 -0.155 -0.335
B 1.227602 2.976593 0.935382 -0.133 -0.009 -0.108
B -1.267609 -3.213350 -0.729737 0.502 -0.332 -0.136
```
Forces are in eV/Å.

For the total energy, the calculation gives -75145.497 eV. The frontier orbital gap is 10.52 eV. The HOMO energy comes out at -1.28 eV. The net charge is -4. The energy above the lowest of the compared OMol25 structures with the same formula, charge and spin comes out at 0.0 kJ/mol.

(5)
This record from the OMol25 dataset describes a structure of composition BCsF4. The level of theory is the ωB97M-V functional and the def2-TZVPD basis.

Geometry as XYZ:
```
6
Properties=species:S:1:pos:R:3:forces:R:3
Cs -2.102945 1.410421 -1.499938 0.499 -0.318 0.382
F -0.893830 -0.748356 0.071595 -0.334 0.312 -0.318
F 0.450444 1.121652 0.124886 -0.428 0.272 -0.081
F 1.306709 -0.860059 -0.625958 -0.312 0.127 0.100
F 0.795853 -0.635166 1.609987 -0.037 0.257 -0.103
B 0.443769 -0.288493 0.319426 0.612 -0.651 0.020
```
Forces are in eV/Å.

For the total energy, the calculation gives -12101.430 eV. The frontier orbital gap is 10.36 eV. The HOMO energy comes out at -11.32 eV. The energy above the lowest of the compared OMol25 structures with the same formula, charge and spin comes out at 1.7 kJ/mol.

(6)
This record from the OMol25 dataset describes a cluster of 8 separate species, BF4H14O7 in total in a non-equilibrium geometry. The level of theory is the ωB97M-V functional and the def2-TZVPD basis.

Geometry as XYZ:
```
26
Properties=species:S:1:pos:R:3:forces:R:3
F -0.020236 -0.609684 -1.314302 -0.456 0.241 -0.392
F -0.046704 0.532218 0.711770 -0.232 -0.564 -0.521
F -0.140009 -1.833775 0.608896 -0.557 0.652 0.054
F 1.751167 -0.767910 0.093187 -0.222 0.728 -0.348
O 2.008698 -1.879981 -2.807544 0.067 0.014 0.112
O 1.452112 2.961387 0.495649 0.085 0.101 -0.171
O -1.180177 1.673734 -2.066349 0.514 -0.431 -0.051
O 3.718919 -2.341969 0.902367 0.104 0.095 -0.450
O -3.278466 2.021893 -0.208828 0.247 0.075 0.066
O -2.842535 -2.422127 0.466994 -0.212 -0.061 -0.169
O -0.662257 0.885614 3.336538 -0.134 -0.251 -0.150
B 0.337482 -0.644572 0.032900 1.305 -0.983 0.939
H -1.971720 -2.156037 0.138485 -0.061 -0.104 0.218
H -2.734295 -2.450051 1.420647 0.109 0.038 -0.024
H -1.075447 1.851398 -3.004529 -0.107 0.068 0.047
H 0.712278 3.574405 0.465120 -0.026 -0.077 -0.007
H 1.597002 -1.523514 -2.002800 0.163 -0.138 -0.346
H -0.673403 0.846167 -1.904017 -0.390 0.502 -0.041
H -2.438858 1.817627 -0.662770 -0.407 0.131 -0.053
H 4.196020 -1.680963 1.410515 -0.081 0.046 -0.012
H 3.186567 -1.820825 0.265520 0.236 -0.412 0.669
H -3.012568 2.416660 0.627458 0.000 -0.112 -0.005
H -0.551557 0.512042 2.441334 0.062 0.317 0.378
H 1.071317 2.113418 0.228043 0.009 0.086 0.222
H 1.727223 -1.280699 -3.503620 -0.045 0.011 0.062
H -1.130553 0.205540 3.829336 0.028 0.028 -0.028
```
Forces are in eV/Å.

For the total energy, the calculation gives -26115.939 eV. The frontier orbital gap is 10.86 eV. The HOMO energy comes out at -7.98 eV. The net charge is -1. The energy above the lowest of the compared OMol25 structures with the same formula, charge and spin comes out at 30.0 kJ/mol.

(7)
This record from the OMol25 dataset describes a cluster of 10 separate species, BF4H18O9 in total in a non-equilibrium geometry. The level of theory is the ωB97M-V functional and the def2-TZVPD basis.

Geometry as XYZ:
```
32
Properties=species:S:1:pos:R:3:forces:R:3
F -0.633079 -0.774647 2.059206 -0.081 -0.525 1.868
F 0.468157 -2.005748 0.419609 -0.295 0.457 0.293
F 0.334957 0.283462 0.408456 0.965 0.648 -0.724
F -1.550267 -0.977053 0.089517 -0.306 -0.406 -0.697
O 0.760665 1.021948 3.614188 1.094 0.016 -0.321
O 1.514927 3.145441 0.824280 -0.050 -0.610 0.439
O -2.628716 1.749077 1.804145 1.225 -0.430 2.220
O 0.392157 -0.217547 -2.414720 0.272 -0.506 -1.425
O -3.190655 0.677384 -1.104314 0.594 0.254 0.385
O -1.130996 -2.659707 -2.259312 -0.934 -0.986 1.248
O -0.777442 2.264700 -0.891427 -0.194 1.546 0.241
O 2.140606 -3.510590 -1.526944 0.778 -0.680 -1.125
O 3.093638 -1.198835 0.289957 2.430 0.793 -1.727
B -0.335528 -0.885292 0.742221 -0.117 -1.000 0.057
H 1.821966 3.470933 -0.005345 0.365 0.942 -0.968
H 1.664841 -3.291404 -0.746279 -0.648 0.439 0.931
H 1.599135 0.981065 3.109940 -0.656 0.204 0.515
H -2.524285 0.800622 1.711189 0.086 -0.211 0.042
H -2.688883 0.003530 -0.585234 -0.626 0.747 -0.836
H 2.064694 -2.737191 -2.090838 -0.064 0.114 0.085
H 2.249022 -1.232859 0.659356 -1.829 -0.494 1.306
H 0.203664 0.412531 3.119656 -0.301 -0.062 -0.009
H -0.709361 3.020607 -0.254647 -0.042 -0.976 -0.754
H -2.528583 1.393725 -1.232408 -0.456 -0.590 0.086
H -0.499363 -1.967703 -2.266781 1.245 1.433 -1.005
H 0.382650 0.072801 -1.530126 0.366 0.209 2.004
H 1.587662 2.203570 0.627011 -0.271 -0.310 0.546
H -1.280653 -2.600501 -1.296708 -0.521 -0.603 -0.492
H -0.512982 1.516890 -0.350356 0.040 -0.116 0.327
H -0.001443 0.544774 -2.827879 -0.369 0.305 -0.704
H 3.794547 -1.509592 0.858646 -0.381 -0.182 0.436
H -3.081051 2.005609 1.045941 -1.319 0.580 -2.242
```
Forces are in eV/Å.

For the total energy, the calculation gives -30275.914 eV. The frontier orbital gap is 10.33 eV. The HOMO energy comes out at -7.57 eV. The net charge is -1. The energy above the lowest of the compared OMol25 structures with the same formula, charge and spin comes out at 47.8 kJ/mol.